# 1
Here is C18H44ClFeNO2P2 as an isolated structure from the OMol25 dataset. Energies are from ωB97M-V with the def2-TZVPD basis set.

Atoms and positions in Å:
Fe1 0.6174 -1.7953 1.4035
P1 -0.2429 -2.7969 -0.3749
C1 0.7266 -3.4550 -1.7871
C2 -0.0602 -4.0154 1.0877
C3 -1.9632 -2.8540 -0.9974
C4 2.0702 -2.7345 -1.9554
H1 0.0957 -3.2249 -2.6655
C5 0.9015 -4.9709 -1.6859
H2 1.4158 -5.2639 -0.7658
H3 1.5187 -5.3177 -2.5236
H4 -0.0552 -5.5015 -1.7331
H5 1.9457 -1.6468 -1.9709
H6 2.5205 -3.0419 -2.9079
H7 2.7739 -2.9857 -1.1510
H8 -1.8653 -2.3252 -1.9641
C6 -2.9984 -2.1023 -0.1497
C7 -2.3982 -4.2980 -1.2752
H9 -1.8505 -4.7326 -2.1184
H10 -3.4604 -4.2998 -1.5472
H11 -2.2828 -4.9512 -0.3972
H12 -2.6688 -1.1128 0.1886
H13 -3.3123 -2.6781 0.7294
H14 -3.8886 -1.9507 -0.7755
C8 1.3987 -4.1510 1.5663
H15 -0.4059 -4.9616 0.6688
C9 -0.9688 -3.5952 2.2510
H16 2.0000 -4.7159 0.8423
H17 1.3775 -4.7004 2.5168
H18 1.9108 -3.1816 1.7764
H19 -0.8910 -2.5036 2.4881
H20 -0.6515 -4.1429 3.1486
H21 -2.0161 -3.8422 2.0347
Cl1 1.6222 -0.4895 2.7705
H22 0.5016 -0.7125 0.1416
H23 -0.2242 -0.6436 0.5948
P2 0.4808 2.9338 -0.2916
C10 -0.7394 3.6784 -1.4580
C11 0.3895 3.9172 1.2785
C12 2.1668 3.0526 -1.0503
C13 -1.9891 2.7760 -1.4954
H24 -0.2250 3.6189 -2.4313
C14 -1.0878 5.1415 -1.2036
H25 -1.5347 5.2858 -0.2131
H26 -1.8253 5.4427 -1.9579
H27 -0.2171 5.8013 -1.3067
H28 -1.7360 1.7902 -1.9040
H29 -2.7618 3.2252 -2.1348
H30 -2.4178 2.6136 -0.4933
H31 1.9902 2.6087 -2.0459
C15 3.1768 2.1467 -0.3097
C16 2.6772 4.4752 -1.2673
H32 2.0518 5.0239 -1.9824
H33 3.6886 4.4019 -1.6901
H34 2.7362 5.0504 -0.3330
H35 2.6768 1.3352 0.2377
H36 3.7989 2.7140 0.3967
H37 3.8459 1.6774 -1.0466
C17 -0.9577 3.6210 1.9520
H38 0.4256 4.9697 0.9646
C18 1.5374 3.6326 2.2540
H39 -1.8089 4.0858 1.4341
H40 -0.9298 4.0179 2.9766
H41 -1.1626 2.5402 2.0284
H42 1.6411 2.5493 2.4359
H43 1.2908 4.1083 3.2164
H44 2.5005 4.0450 1.9208
O1 -2.7630 1.5627 3.6973
N1 -3.2648 0.9288 2.7689
O2 -2.8468 0.9231 1.5900

Forces on atoms 1 to 2 (eV/Å):
0.2685 0.7498 -0.0052
0.3896 -0.9767 -0.1414

- orbital gap (alpha / beta) (eV) = 3.012 / 6.547
- charge = -1
- multiplicity = 6
- total energy (a.u.) = -3323.82334
- HOMO energy (alpha / beta) (eV) = -0.55 / -4.09
- LUMO (alpha / beta) (Eh) = 0.09055 / 0.09010

Atomic partial charges in e from the natural (NBO) method, atoms 1 to 5: atom 1 (Fe): 0.480, atom 2 (P): 0.885, atom 3 (C): -0.529, atom 4 (C): -0.523, atom 5 (C): -0.518

# 2
Here is one molecule with the formula C20H23F3N2O3 from the OMol25 dataset. Energies are from ωB97M-V with the def2-TZVPD basis set.

Atoms and positions in Å:
C1 -1.1752 -2.0760 3.5402
C2 -1.5301 -1.7591 2.1004
O1 -0.4827 -0.9658 1.5420
C3 -0.5630 -0.7033 0.2404
O2 -1.4791 -1.0726 -0.4502
C4 0.6537 0.0750 -0.2597
C5 1.8695 -0.9040 -0.3190
C6 1.4749 -2.3319 -0.0685
C7 0.7463 -3.0070 -1.0445
C8 0.2903 -4.2955 -0.8458
C9 0.5632 -4.9502 0.3435
C10 1.3086 -4.3140 1.3170
C11 1.7627 -3.0142 1.1164
C12 2.6117 -2.3861 2.1877
F1 2.1346 -1.2246 2.6669
F2 2.7643 -3.1787 3.2609
F3 3.8615 -2.1173 1.7524
C13 0.3529 0.6579 -1.6443
C14 -0.7282 1.7334 -1.5793
N1 -0.3409 2.7931 -0.6668
C15 -1.2739 3.9088 -0.6874
C16 -1.2350 4.6308 -1.9917
C17 -2.0574 4.4266 -3.1339
C18 -1.5946 5.3429 -4.0271
O3 -0.5930 6.0361 -3.4801
N2 -0.3805 5.5919 -2.2238
C19 -0.1711 2.2635 0.6716
C20 0.9600 1.2409 0.6869
H1 -0.2548 -2.6510 3.5843
H2 -1.9755 -2.6519 3.9955
H3 -1.0329 -1.1555 4.0993
H4 -2.4695 -1.1981 2.0361
H5 -1.6370 -2.6707 1.5006
H6 2.3140 -0.8403 -1.3142
H7 2.6192 -0.5739 0.3963
H8 0.5263 -2.5004 -1.9713
H9 -0.2809 -4.7877 -1.6180
H10 0.2060 -5.9542 0.5115
H11 1.5403 -4.8257 2.2385
H12 1.2649 1.1062 -2.0408
H13 0.0173 -0.1307 -2.3187
H14 -0.8521 2.1634 -2.5758
H15 -1.6867 1.2740 -1.2809
H16 -2.3113 3.5797 -0.4894
H17 -0.9687 4.6091 0.0933
H18 -2.8544 3.7235 -3.2533
H19 -1.8750 5.5935 -5.0306
H20 0.0833 3.0896 1.3400
H21 -1.1025 1.7953 1.0435
H22 1.1076 0.8723 1.7012
H23 1.8729 1.7331 0.3484

Forces on atoms 1 to 2 (eV/Å):
0.0841 0.1983 -0.4184
-0.4337 -0.3724 0.1026

- orbital gap (eV) = 9.568
- multiplicity = 1
- total energy (a.u.) = -1410.74208
- HOMO energy (eV) = -8.81
- SMILES string = CCOC(=O)C1(Cc2ccccc2C(F)(F)F)CCN(Cc2ccon2)CC1
- LUMO (Eh) = 0.02783

Atomic partial charges in e from the natural (NBO) method, atoms 1 to 5: atom 1 (C): -0.621, atom 2 (C): -0.071, atom 3 (O): -0.531, atom 4 (C): 0.841, atom 5 (O): -0.617

# 3
Here is a 2-piece molecular cluster, C2H8S4 overall from the OMol25 dataset. Energies are from ωB97M-V with the def2-TZVPD basis set.

Atoms and positions in Å:
C1 3.7954 0.6820 1.9505
S1 2.4464 1.7384 1.3681
S2 0.9721 0.3387 1.7709
H1 4.3335 0.4264 1.0764
H2 3.3859 -0.2402 2.5295
H3 4.3532 1.2547 2.6764
H4 0.6954 -0.1115 0.5360
C2 -1.0385 -2.2014 -2.0611
S3 -1.7921 -1.0839 -0.8233
S4 -3.0368 -0.0090 -2.1319
H5 -1.5481 -2.2523 -3.0445
H6 -1.0085 -3.2285 -1.7019
H7 -0.0659 -1.6986 -2.1679
H8 -4.1196 -0.7813 -2.1819

Forces on atoms 1 to 2 (eV/Å):
-0.9853 -0.8745 1.6426
-0.7513 -0.8026 0.4643

- orbital gap (eV) = 9.167
- multiplicity = 1
- total energy (a.u.) = -1673.71304
- HOMO energy (eV) = -8.87
- SMILES string = CSS.CSS
- LUMO (Eh) = 0.01095

Atomic partial charges in e from the natural (NBO) method, atoms 1 to 5: atom 1 (C): -0.750, atom 2 (S): 0.088, atom 3 (S): -0.150, atom 4 (H): 0.217, atom 5 (H): 0.244

# 4
Here is an isolated ion of composition C9H10N3O2 and charge +1 from the OMol25 dataset. Energies are from ωB97M-V with the def2-TZVPD basis set.

Atoms and positions in Å:
C1 3.3152 -1.4384 2.4157
C2 2.7647 -1.0173 1.4458
N1 1.8800 -0.6121 0.4319
C3 1.1962 0.4908 0.6454
C4 0.2289 0.9852 -0.2858
C5 -0.6146 2.2481 -0.0592
O1 -1.9942 1.8630 -0.1398
C6 -2.3488 1.0491 0.9407
C7 -2.8318 -0.3766 0.6001
O2 -2.3242 1.4128 2.0707
C8 0.1008 0.1631 -1.4213
C9 0.9649 -0.9819 -1.4964
N2 0.8580 -1.7699 -2.6491
N3 1.8600 -1.4185 -0.6190
H1 3.5859 -1.9659 3.3240
H2 1.3685 1.0527 1.5721
H3 -0.4132 3.0336 -0.8015
H4 -0.4195 2.6016 0.9758
H5 -3.7589 -0.6220 1.1497
H6 -2.0600 -1.1311 0.8418
H7 -3.0858 -0.4654 -0.4758
H8 -0.6127 0.3656 -2.2268
H9 1.7112 -2.2993 -2.8053
H10 0.6295 -1.1674 -3.4335

Forces on atoms 1 to 2 (eV/Å):
-0.3445 -0.6270 0.5533
-0.8069 0.1355 -0.4809

- orbital gap (eV) = 8.379
- charge = +1
- multiplicity = 1
- total energy (a.u.) = -663.32601
- HOMO energy (eV) = -13.95
- SMILES string = C#C[n+]1cc(COC(C)=O)cc(N)n1
- LUMO (Eh) = -0.20463

Atomic partial charges in e from the natural (NBO) method, atoms 1 to 5: atom 1 (C): -0.076, atom 2 (C): 0.084, atom 3 (N): -0.101, atom 4 (C): 0.081, atom 5 (C): 0.003